Entry 1:
Entry from OMol25: a molecular structure, C12H20N4S2ScTe4 (ωB97M-V/def2-TZVPD).

```
43
Properties=species:S:1:pos:R:3:forces:R:3
Sc 0.2372 0.1407 -0.2701 -0.341 0.094 0.127
C 2.5170 -1.0491 1.6076 0.066 0.060 -0.025
C 2.5808 0.4696 1.6337 0.071 0.079 -0.073
N 1.2421 1.1050 1.5304 0.118 -0.134 -0.093
C 0.4049 1.0926 2.7549 0.016 -0.004 -0.002
C -0.2468 -0.2429 3.1248 0.028 0.000 0.016
S -0.9245 -1.2588 1.7554 0.026 0.004 0.096
C 0.0754 -2.7800 1.8364 -0.014 -0.027 -0.017
C 1.0988 -2.8538 0.7076 0.036 0.026 -0.027
N 1.7199 -1.5399 0.4546 0.237 0.194 0.067
H 2.0773 -1.4302 2.5246 -0.011 0.003 -0.005
H 3.5411 -1.4265 1.5725 -0.020 -0.083 -0.019
H 3.1511 0.8091 0.7657 0.018 0.008 0.017
H 3.1177 0.8071 2.5243 -0.059 -0.029 0.056
H 1.3993 2.0854 1.3065 -0.026 0.017 0.030
H -0.3729 1.8366 2.5942 -0.031 -0.014 -0.031
H 1.0047 1.4127 3.6127 -0.021 0.032 0.017
H -1.0883 -0.0232 3.7796 0.001 -0.004 0.018
H 0.4266 -0.8831 3.6906 0.009 -0.010 -0.021
H -0.6170 -3.6164 1.7587 -0.005 0.001 -0.001
H 0.5306 -2.8431 2.8231 -0.008 0.010 0.006
H 0.6154 -3.1690 -0.2189 -0.014 0.012 -0.002
H 1.8528 -3.6080 0.9515 -0.001 -0.012 -0.004
H 2.3439 -1.6365 -0.3468 -0.027 0.010 -0.014
Te -1.2294 2.2883 -2.3030 0.014 0.237 0.091
Te -2.2408 4.8779 -1.8743 -0.031 0.021 0.201
Te -3.7192 4.7167 0.2436 0.191 -0.014 -0.231
Te -2.3527 1.1038 -0.1863 -0.207 -0.206 -0.083
N 5.1050 -2.1192 -4.5096 0.055 0.026 0.011
C 4.9540 -0.9451 -3.8580 -0.095 -0.029 0.016
S 6.2189 0.1219 -3.7432 0.017 -0.004 0.014
C 3.6383 -0.6784 -3.2844 0.019 -0.013 -0.020
C 3.4163 0.4891 -2.5240 0.097 0.070 0.103
C 2.1999 0.7504 -1.9702 -0.134 -0.191 -0.103
N 1.1098 -0.1128 -2.0971 0.054 -0.166 -0.108
C 1.3078 -1.2243 -2.8827 -0.006 0.016 0.034
C 2.4990 -1.5201 -3.4677 0.070 -0.034 0.059
H 6.0130 -2.3275 -4.8884 -0.005 -0.008 -0.003
H 4.4164 -2.8479 -4.4949 -0.011 0.007 -0.022
H 4.2272 1.1991 -2.4246 -0.002 -0.005 0.006
H 2.0017 1.7150 -1.5014 -0.030 0.023 -0.036
H 0.4451 -1.8643 -3.0235 -0.027 0.031 -0.042
H 2.5331 -2.3995 -4.0957 -0.014 0.004 -0.004
```
Positions in Å, forces in eV/Å.

Kohn-Sham gap (spin up / spin down), eV: 4.504 / 6.287
LUMO level (spin up / spin down), eV: -4.120 / -3.521
Net charge: +1
E, eV: -90269.14397
HOMO energy (spin up / spin down), eV: -8.624 / -9.807

Entry 2:
Entry from OMol25: a molecular structure, C13H19N4O5RuS2 (ωB97M-V/def2-TZVPD).

```
44
Properties=species:S:1:pos:R:3:forces:R:3
Ru 0.2241 -0.2012 -0.5465 -0.312 0.142 -0.199
N 0.5728 -2.2199 -1.8785 -0.142 -0.147 0.062
C -0.0861 -3.4078 -1.3270 0.116 0.147 0.054
C 0.0076 -3.3503 0.1891 -0.088 0.073 -0.097
N -0.6347 -2.1287 0.6767 0.077 0.238 0.182
C -2.1035 -2.1682 0.7750 0.113 -0.044 -0.086
C -2.7691 -1.3311 -0.3067 0.154 0.147 0.088
N -2.1751 0.0035 -0.2616 -0.167 -0.230 -0.335
H 0.2562 -1.9580 -2.8059 -0.015 0.026 0.026
H 1.5779 -2.3364 -1.9016 0.074 -0.022 -0.026
H 0.3481 -4.3413 -1.6833 0.036 -0.090 -0.086
H -1.1322 -3.3934 -1.6307 -0.028 -0.033 -0.059
H 1.0548 -3.3145 0.4851 0.068 0.006 0.038
H -0.4465 -4.2448 0.6224 -0.021 -0.053 0.078
H -0.2159 -1.8249 1.5492 -0.026 -0.098 0.091
H -2.3977 -1.7825 1.7510 -0.011 0.019 0.051
H -2.4625 -3.1963 0.7016 0.008 -0.088 0.081
H -3.8486 -1.3375 -0.1484 -0.112 0.020 0.001
H -2.5727 -1.7503 -1.2945 -0.026 0.001 -0.030
H -2.2883 0.4460 0.6431 0.067 0.063 0.041
H -2.5276 0.6161 -0.9855 -0.040 0.007 -0.048
O -0.0947 1.7520 -4.3478 0.043 -0.197 0.027
C -0.0029 1.4031 -3.1886 -0.111 -0.326 -0.020
O -0.1713 0.1973 -2.7090 0.189 0.488 -0.107
C 0.3012 2.4374 -2.1299 -0.116 -0.069 0.256
C 0.7588 3.7140 -2.3748 -0.009 0.181 -0.013
C 0.9760 4.5509 -1.2839 0.009 0.003 -0.024
C 0.6950 4.1094 0.0026 -0.013 0.136 -0.036
C 0.2387 2.8158 0.1611 -0.016 -0.176 -0.154
N 0.0680 2.0183 -0.8889 0.317 0.142 0.061
C -0.1266 2.1809 1.4880 -0.062 -0.305 0.084
O -0.3357 2.9048 2.4441 0.044 -0.136 0.062
O -0.2283 0.8874 1.4400 0.111 0.260 0.013
H 0.9318 4.0248 -3.3961 0.013 -0.002 0.041
H 1.3633 5.5502 -1.4416 -0.034 -0.021 0.013
H 0.8219 4.7290 0.8794 0.012 0.003 -0.031
C 1.6176 -0.2316 3.8457 0.004 -0.019 -0.043
O 1.8720 -0.6861 2.5038 0.014 -0.051 0.032
C 2.5209 0.1488 1.6927 0.003 0.158 -0.010
S 3.1845 1.5715 2.1360 0.046 -0.054 0.012
S 2.5821 -0.4529 0.0396 -0.183 -0.086 0.063
H 1.0264 -1.0188 4.3065 0.017 -0.018 -0.017
H 1.0647 0.7050 3.8203 -0.032 0.016 -0.039
H 2.5556 -0.0900 4.3780 0.028 -0.009 0.003
```
Positions in Å, forces in eV/Å.

Kohn-Sham gap (spin up / spin down), eV: 8.092 / 6.684
LUMO level (spin up / spin down), eV: 0.301 / -1.359
E, eV: -54239.88120
HOMO energy (spin up / spin down), eV: -7.791 / -8.043
Multiplicity: 6

Entry 3:
Entry from OMol25: 9 unconnected molecules or ions with the total composition H18O9 (ωB97M-V/def2-TZVPD).

```
27
Properties=species:S:1:pos:R:3:forces:R:3
O 10.9043 2.9105 -16.8849 0.203 -0.603 0.725
H 10.7604 3.6189 -17.5124 -0.485 0.454 -0.674
H 11.8341 2.9696 -16.6654 0.196 -0.078 0.028
O 10.6215 4.1425 -22.3450 0.749 -0.372 0.016
H 9.7670 3.9540 -21.9569 -0.550 -0.026 0.306
H 10.4316 4.3287 -23.2645 -0.121 0.130 -0.400
O 12.0044 6.2755 -21.3557 0.406 0.769 -0.244
H 11.8927 6.5048 -20.4332 0.084 0.155 0.080
H 11.6418 5.3927 -21.4292 -0.239 -0.556 -0.367
O 6.2069 3.2382 -18.3676 -0.456 -0.463 0.061
H 6.5903 4.1152 -18.3585 0.150 0.572 -0.137
H 6.7855 2.7176 -17.8104 0.208 -0.154 0.081
O 9.8791 4.8812 -18.5016 -0.108 -0.104 0.769
H 10.5700 5.5059 -18.7224 0.392 0.458 -0.028
H 9.3304 4.8435 -19.2850 -0.422 -0.420 -1.027
O 12.6885 3.7712 -19.9124 -0.123 0.132 0.230
H 12.7741 2.8906 -20.2776 -0.181 -0.289 -0.226
H 13.4974 3.9060 -19.4186 0.279 0.109 0.100
O 7.4218 5.9559 -17.5334 -0.798 0.274 0.034
H 7.2806 5.6546 -16.6359 -0.042 -0.049 0.255
H 8.2040 5.4868 -17.8238 0.935 -0.110 -0.137
O 11.6363 7.1164 -18.7658 0.053 -0.041 0.285
H 11.1056 7.8979 -18.6115 -0.401 0.278 -0.064
H 12.3932 7.2226 -18.1896 0.368 -0.084 0.188
O 8.0998 4.3742 -20.6316 0.470 0.506 0.911
H 8.0847 3.4318 -20.7987 -0.227 -0.884 -0.053
H 7.7321 4.7645 -21.4245 -0.343 0.398 -0.713
```
Positions in Å, forces in eV/Å.

Kohn-Sham gap (spin up / spin down), eV: 2.215 / 9.515
LUMO level (spin up / spin down), eV: 2.677 / 2.665
Net charge: -1
E, eV: -18719.62457
HOMO energy (spin up / spin down), eV: 0.463 / -6.850
Multiplicity: 2

Entry 4:
Entry from OMol25: 2 unconnected molecules or ions with the total composition C4H9P (ωB97M-V/def2-TZVPD).

```
14
Properties=species:S:1:pos:R:3:forces:R:3
C 0.3282 -0.6176 -0.5617 0.295 1.278 -0.530
C -0.8267 0.0110 -0.5694 -1.096 1.808 3.806
C 1.0507 -0.9749 -1.8247 0.793 -1.701 -2.587
C -1.2034 1.1484 1.3351 -0.014 -1.292 -3.540
P -0.1440 0.7007 2.6945 0.438 -0.607 -0.464
H 0.8356 -0.6804 0.4236 0.018 0.025 -0.761
H -1.7645 0.2134 -1.1036 1.163 -0.161 -0.352
H 2.0170 -0.5542 -2.1598 -0.169 1.041 1.425
H 0.4976 -0.7234 -2.7941 0.005 -0.798 1.538
H 1.4527 -2.0306 -1.8660 -1.217 0.506 0.114
H -2.2680 1.0190 1.2887 -0.355 -0.196 0.682
H -0.9560 2.1485 1.0173 0.000 0.290 -0.374
H 0.9985 0.9634 1.8910 0.213 0.313 0.427
H -0.0179 -0.6235 2.2291 -0.072 -0.506 0.617
```
Positions in Å, forces in eV/Å.

Kohn-Sham gap, eV: 9.173
LUMO level, eV: 0.884
E, eV: -13578.01151
HOMO energy, eV: -8.289

Entry 5:
Entry from OMol25: 2 unconnected molecules or ions with the total composition C17H27ClN9O3 (ωB97M-V/def2-TZVPD).

```
57
Properties=species:S:1:pos:R:3:forces:R:3
O 4.6412 3.5914 2.6467 0.159 0.005 -0.029
O 5.4509 -1.5625 1.7489 -0.150 0.116 -0.465
Cl -2.5577 1.6819 0.4365 -0.365 -0.264 0.028
N -3.6891 -3.8265 -2.8429 -0.555 0.683 -0.640
N -5.7762 -0.1195 1.9112 -0.384 -0.114 0.292
N -5.2121 -1.2557 -0.0607 0.753 0.191 -0.696
O -3.3824 -0.5306 -1.3856 -0.359 -0.046 0.860
C 3.9673 2.5763 2.6361 -0.485 1.748 0.565
C 4.6638 -0.9860 2.4820 0.764 -0.042 -0.971
C -3.3660 -3.0495 -1.8356 0.211 1.837 0.109
C -3.5692 -1.6468 -2.1767 -0.108 -2.240 0.045
C -4.0595 -1.6602 -3.4458 -0.206 -0.894 -0.184
C 0.0371 1.7098 -2.3294 0.832 -0.484 0.347
C -5.9849 -1.0817 1.0114 1.120 0.975 -0.010
C -4.7462 0.7032 1.7317 -0.140 -0.321 -0.198
C -4.1791 -0.4333 -0.2587 -0.757 -0.412 -0.083
C -3.9029 0.5821 0.6438 0.342 0.279 -0.032
N -0.5833 0.6065 -2.0124 0.010 -1.252 0.243
N 4.6091 -1.3111 3.7758 -0.564 0.069 1.281
N -4.1364 -2.9940 -3.8255 0.235 1.098 0.401
N 1.3464 1.8461 -2.1903 0.874 -0.218 -0.078
N 4.4646 1.4429 2.1343 -0.056 -1.929 -0.162
N -0.6800 2.6955 -2.7908 -0.674 1.569 -0.673
C 2.5527 2.6130 3.1850 0.312 -0.089 -0.041
C 3.8198 -0.6782 4.8341 0.185 0.022 -0.374
C -4.7103 -3.4714 -5.0888 0.182 -0.159 0.140
C 2.2987 0.8506 -1.6506 -0.124 0.154 0.673
C 2.4746 1.0027 -0.1328 0.299 -0.310 0.096
C 3.4723 -0.0298 0.4253 -0.101 0.006 0.094
C 3.7820 0.1505 1.9302 0.069 0.457 -0.317
H -2.9924 -3.4031 -0.8796 -0.121 -0.265 -0.353
H -4.3780 -0.8050 -4.0319 -0.061 -0.473 -0.182
H -6.8256 -1.7551 1.1588 0.181 0.112 -0.064
H -4.5667 1.4898 2.4587 -0.134 -0.105 0.025
H -0.0470 -0.1738 -1.6823 -0.209 -0.205 0.091
H -1.5844 0.5118 -2.0938 -0.054 -0.159 0.213
H 5.2443 -2.0493 4.0431 0.006 0.101 -0.134
H 1.7423 2.7277 -2.4734 0.012 -0.001 0.027
H 5.4300 1.5094 1.8380 -0.045 -0.070 -0.040
H -1.6733 2.5875 -2.8877 -0.060 0.215 -0.054
H -0.2449 3.5646 -3.0455 -0.232 0.094 -0.049
H 2.3491 3.6194 3.5505 0.137 -0.138 -0.113
H 2.4643 1.9142 4.0132 -0.229 -0.140 0.024
H 1.8425 2.3640 2.4019 -0.235 -0.144 0.022
H 2.7526 -0.7709 4.6251 -0.017 0.044 0.120
H 4.0903 0.3762 4.9264 -0.091 -0.037 0.089
H 4.0296 -1.1693 5.7870 -0.014 0.042 -0.248
H -5.7416 -3.1221 -5.1914 0.171 -0.023 0.092
H -4.1211 -3.1083 -5.9353 -0.051 -0.030 0.147
H -4.7126 -4.5655 -5.1115 0.117 0.298 0.242
H 1.9711 -0.1645 -1.8831 -0.015 0.078 -0.239
H 3.2705 0.9993 -2.1273 -0.261 0.013 -0.192
H 1.5101 0.8725 0.3605 -0.143 0.131 0.043
H 2.8370 2.0119 0.0640 -0.060 0.095 0.100
H 3.0610 -1.0291 0.2710 0.134 -0.120 -0.036
H 4.4051 0.0398 -0.1381 0.064 -0.171 0.097
H 2.8426 0.1120 2.4763 -0.107 0.427 0.155
```
Positions in Å, forces in eV/Å.

Kohn-Sham gap, eV: 8.891
LUMO level, eV: -2.704
Net charge: +1
E, eV: -50137.79680
HOMO energy, eV: -11.595

What is the formula in the first record? C12H20N4S2ScTe4